No. 1
Below is C10H11Cl6HfMn as an isolated structure, with properties calculated with wB97M-V/def2-TZVPD.

Last column: Mulliken spin population.
Geometry (Å):
Mn -1.223 1.828 0.423  3.175
Cl 0.508 2.525 -1.019  0.054
C -2.500 0.339 0.367  -0.148
H -2.548 -0.008 1.409  0.020
H -2.099 -0.417 -0.319  0.012
H -3.448 0.779 0.025  0.025
Hf 0.945 -0.033 -2.535  0.109
C 2.597 0.494 -3.817  0.001
C -0.797 -0.214 -3.787  -0.001
C 1.353 -1.901 -1.689  0.815
H -1.163 -1.252 -3.839  0.003
H -1.620 0.404 -3.395  0.000
H -0.602 0.118 -4.820  0.001
H 3.406 -0.249 -3.774  0.004
H 2.302 0.601 -4.871  0.002
H 3.027 1.458 -3.502  0.001
H 0.600 -2.692 -1.526  0.038
H 2.348 -2.202 -1.308  0.032
Cl 0.854 -0.977 1.405  -0.005
C 0.655 0.330 2.509  -0.006
C -0.115 1.412 2.123  -0.027
C -0.269 2.508 2.952  -0.103
Cl -1.307 3.765 2.264  0.014
C 0.370 2.592 4.197  -0.026
Cl 0.230 4.004 5.160  -0.002
C 1.159 1.476 4.620  0.023
Cl 1.967 1.532 6.128  0.003
C 1.287 0.335 3.779  -0.014
Cl 2.203 -1.019 4.283  -0.002

Force components x, y, z for each atom (eV/Å):
0.6986 0.2464 0.5909
0.5702 -1.2174 -1.2872
0.2133 0.0844 0.1704
-0.3247 -0.3018 -0.4459
-0.4198 -0.1832 0.1844
-0.0513 -0.3793 0.0073
-0.6757 2.9350 1.1750
0.4629 -0.0655 -0.3908
-0.3808 -0.2490 -0.4707
0.3893 -1.4802 0.5476
0.0307 0.2037 0.0028
0.1343 -0.0817 -0.0005
-0.0405 -0.0688 0.2240
-0.0940 0.1099 -0.0295
0.0421 -0.0232 0.1744
-0.1005 -0.1013 0.0054
0.3898 0.2758 -0.0068
-0.5178 0.0414 -0.1540
0.1035 -0.3432 -0.1118
0.1583 1.1898 1.3832
-0.7974 0.0843 -0.9003
0.7847 -0.7683 0.5718
0.3324 0.0204 0.4664
0.1897 -0.7901 -0.4027
0.0031 0.0085 0.1238
-0.7360 0.1522 -1.2537
0.0299 -0.0167 0.1061
-0.5775 0.8500 -0.4379
0.1832 -0.1321 0.1583

## Properties
- frontier orbital gap (alpha / beta) (eV) = 7.52 / 4.66
- molecular weight (u) = 577.34
- relative energy (zero: lowest compared OMol25 entry of this formula, charge and spin) (kcal/mol) = 0.00
- total energy (eV) = -118304.570
- total charge = 0
- highest occupied orbital energy (alpha / beta) (eV) = -7.9 / -7.0
- 2S+1 = 5
- expectation value of S² = 6.136
- lowest unoccupied orbital energy (alpha / beta) (eV) = -0.42 / -2.31



No. 2
Below is a 2-piece molecular cluster, C10H11F2NO6S overall, with properties calculated with wB97M-V/def2-TZVPD.

Last column: Löwdin charge in e.
Geometry (Å):
C 1.753 -2.407 2.600  -0.080
C 1.176 -1.748 1.357  -0.223
N 2.128 -1.698 0.224  -0.175
C 2.451 -2.945 -0.454  -0.382
C 1.256 -3.770 -0.919  -0.007
F 3.214 -3.715 0.435  -0.028
S 1.974 -0.392 -0.779  0.623
O 2.206 -0.812 -2.115  -0.238
O 0.887 0.384 -0.348  -0.187
F 3.284 0.392 -0.379  -0.151
H 1.017 -2.310 3.399  0.077
H 1.973 -3.461 2.457  0.058
H 2.659 -1.891 2.918  0.078
H 0.246 -2.236 1.058  0.119
H 0.906 -0.725 1.594  0.117
H 3.108 -2.707 -1.283  0.129
H 0.334 -3.193 -0.886  0.086
H 1.141 -4.649 -0.287  0.082
H 1.411 -4.097 -1.944  0.080
C -3.441 4.752 -0.577  -0.053
C -3.697 3.913 0.521  -0.432
C -2.925 2.555 0.556  -0.421
O -3.077 1.807 1.543  -0.084
C -2.092 2.239 -0.539  -0.049
C -1.850 3.068 -1.650  -0.423
C -2.563 4.460 -1.647  -0.422
O -2.333 5.248 -2.584  -0.080
O -1.119 2.776 -2.615  -0.073
O -4.481 4.175 1.456  -0.086
H -3.943 5.716 -0.627  0.078
H -1.604 1.270 -0.487  0.066

Force components x, y, z for each atom (eV/Å):
-0.0838 0.1425 -0.0041
0.0359 -0.0032 0.1271
-0.3153 -0.1048 -0.3474
0.0371 0.1574 0.2102
0.0836 -0.0512 0.0758
0.0151 -0.0358 -0.1118
0.3343 -0.4370 0.4940
-0.0018 0.0719 -0.1088
-0.0224 0.3222 -0.1637
-0.1063 0.0298 -0.0569
-0.0136 -0.0253 0.0199
0.0474 -0.0601 -0.0012
0.0773 -0.0547 -0.0260
0.0270 -0.0408 -0.0665
-0.0189 0.0638 -0.0340
-0.0053 0.0437 -0.0182
-0.0150 0.0595 -0.0530
-0.0401 -0.0046 0.0521
-0.0026 -0.0360 -0.0080
0.0170 0.1449 -0.1494
0.0377 -0.1078 0.0239
0.0455 -0.0096 0.0042
-0.0529 0.0087 0.0201
-0.0691 -0.1995 0.1685
-0.0663 0.1225 -0.0218
-0.0033 0.0317 0.0384
0.0166 -0.0349 -0.0495
0.0007 -0.0308 0.0227
-0.0004 0.0334 -0.0145
-0.0379 -0.0243 0.0949
0.0799 0.0284 -0.1172

## Properties
- frontier orbital gap (eV) = 3.52
- molecular weight (u) = 311.26
- total energy (eV) = -40592.471
- total charge = -2
- highest occupied orbital energy (eV) = 0.5
- lowest unoccupied orbital energy (eV) = 4.03



No. 3
Below is an isolated ion of composition C10H11IN3S and charge +1, with properties calculated with wB97M-V/def2-TZVPD.

Last column: Löwdin charge in e.
Geometry (Å):
C 0.914 -3.071 -0.231  -0.056
C -0.310 -2.436 -0.132  -0.081
C 2.090 -2.363 -0.124  -0.009
C 0.833 -0.328 0.161  0.006
C -0.367 -1.052 0.072  -0.301
C 2.069 -0.973 0.073  -0.314
C -1.861 0.628 -2.112  0.059
C -2.783 1.501 -2.028  -0.434
C -2.565 1.839 0.747  -0.662
C -1.629 -0.360 0.173  -0.638
N -1.656 0.858 0.826  0.004
N 3.229 -0.271 0.125  0.122
N -2.532 2.823 1.657  0.142
S -3.729 1.951 -0.505  0.970
I -3.472 -1.408 0.174  1.040
H 0.950 -4.136 -0.395  0.117
H -1.218 -3.013 -0.198  0.048
H 3.038 -2.869 -0.202  0.117
H 0.829 0.749 0.263  0.111
H -1.125 0.131 -2.686  0.070
H -3.224 2.122 -2.797  0.070
H -0.858 1.034 1.435  0.160
H 4.104 -0.759 0.180  0.106
H 3.224 0.697 0.392  0.103
H -1.973 2.753 2.494  0.132
H -3.230 3.549 1.626  0.118

Force components x, y, z for each atom (eV/Å):
0.1222 0.1439 -0.0133
-0.3104 0.2267 0.0674
-0.0683 0.1143 0.0170
-0.0004 -0.1684 0.0811
0.6319 -0.4793 0.1428
-0.5051 -0.1474 -0.0451
0.1975 -1.0321 2.3446
-0.5117 0.4042 0.2360
0.2236 0.0664 -0.0484
-1.2623 0.4580 -2.5387
0.0750 0.7174 0.5260
0.4165 0.2913 -0.0006
-0.0108 -0.2682 -0.0146
0.0250 0.0578 -0.0060
0.4023 -0.0799 0.1628
-0.0121 -0.1379 0.0079
-0.0601 -0.0348 -0.0067
0.1655 -0.0898 -0.0209
0.0080 0.1167 -0.0667
0.3674 -0.1564 -0.5304
0.0664 0.0805 -0.2258
-0.0536 -0.0430 -0.0027
0.0024 0.0566 0.0255
0.0621 -0.0670 0.0077
-0.0872 -0.0804 0.0193
0.1160 0.0507 -0.1182

## Properties
- frontier orbital gap (alpha / beta) (eV) = 6.74 / 6.58
- molecular weight (u) = 332.19
- relative energy (zero: lowest compared OMol25 entry of this formula, charge and spin) (kcal/mol) = 41.60
- total energy (eV) = -33945.149
- total charge = +1
- highest occupied orbital energy (alpha / beta) (eV) = -10.8 / -11.0
- lowest unoccupied orbital energy (alpha / beta) (eV) = -4.11 / -4.43



No. 4
Below is a 2-piece molecular cluster, C10H11N2O2S overall, with properties calculated with wB97M-V/def2-TZVPD.

Last column: Löwdin charge in e.
Geometry (Å):
C -1.883 -1.595 1.427  -0.128
C -2.703 -1.237 0.391  -0.101
C -0.637 -0.956 1.705  -0.043
C -1.057 0.467 -0.209  -0.040
C -2.238 -0.201 -0.423  -0.268
C -0.241 0.136 0.883  -0.352
C 2.884 -0.416 0.348  -0.041
C 2.800 -1.227 -1.046  -0.753
C -3.162 0.257 -1.575  -0.045
C 0.913 0.885 1.169  -0.463
N 3.916 -0.278 0.957  0.146
N 1.648 2.028 -1.171  -0.327
O 2.816 -2.422 -0.818  0.015
O 3.087 -0.488 -1.948  0.017
S 1.201 2.540 0.455  0.701
H -2.350 -2.174 2.261  0.099
H -3.659 -1.720 0.143  0.102
H -0.138 -1.417 2.600  0.113
H -0.905 1.354 -0.852  0.096
H -2.929 -0.220 -2.488  0.059
H -4.136 -0.006 -1.427  0.026
H -2.988 1.329 -1.721  0.079
H 1.288 0.817 2.227  0.059
H 3.983 0.376 1.733  0.070
H 2.242 2.911 -1.491  0.059
H 2.248 1.258 -1.133  -0.080

Force components x, y, z for each atom (eV/Å):
0.2803 0.1951 2.2605
0.3152 0.4083 -0.9103
-1.6229 -1.0348 -0.2060
-0.7808 0.3748 -0.1590
-1.6638 -0.1512 -1.3633
-0.6696 -1.0851 0.2313
-1.6376 0.6433 0.1276
1.1195 -0.8940 1.8502
3.2842 1.0127 0.8554
3.3450 0.9534 0.7493
0.4542 0.5915 0.9547
-0.2144 4.8690 -0.6924
-0.7634 -0.7043 -0.3186
-0.3415 1.1708 -1.9366
-0.0516 -1.8646 0.4752
0.8117 -0.1932 -0.9165
0.4214 0.2076 0.4553
0.0444 1.2397 -1.0437
0.5325 -0.6494 0.5983
0.7630 -0.6160 -1.1882
-2.8250 -0.2415 0.8615
-0.5098 -0.1364 -0.0499
-0.3416 0.1740 -1.1400
-0.0543 -0.1157 -0.0430
-1.3889 -2.6044 0.4848
1.4936 -1.5497 0.0635

## Properties
- frontier orbital gap (alpha / beta) (eV) = 6.42 / 6.42
- molecular weight (u) = 223.28
- relative energy (zero: lowest compared OMol25 entry of this formula, charge and spin) (kcal/mol) = 54.69
- total energy (eV) = -28456.639
- total charge = -1
- highest occupied orbital energy (alpha / beta) (eV) = -3.4 / -3.4
- lowest unoccupied orbital energy (alpha / beta) (eV) = 3.06 / 3.06



No. 5
Below is an isolated ion of composition C10H11N2OS and charge +1, with properties calculated with wB97M-V/def2-TZVPD.

Last column: Löwdin charge in e.
Geometry (Å):
C 0.881 2.576 -0.486  0.062
C 2.072 2.056 -0.184  -0.232
C 2.323 1.265 1.006  -0.044
S 1.450 -0.695 0.567  0.936
O 1.897 -1.626 1.549  -0.305
N 1.911 -1.146 -0.922  -0.076
C 1.097 -1.419 -1.869  -0.181
N -0.238 -1.342 -1.822  0.117
C -0.969 -1.004 -0.686  -0.208
C -2.364 -1.050 -0.709  0.011
C -3.091 -0.738 0.424  -0.027
C -2.447 -0.390 1.605  -0.037
C -1.066 -0.345 1.648  -0.046
C -0.342 -0.645 0.506  -0.239
H 0.734 3.154 -1.381  0.074
H 0.017 2.448 0.148  0.072
H 2.904 2.183 -0.862  0.112
H 1.732 1.492 1.883  0.093
H 3.347 0.985 1.204  0.098
H 1.526 -1.763 -2.801  0.152
H -0.778 -1.617 -2.635  0.171
H -2.869 -1.337 -1.619  0.126
H -4.168 -0.778 0.393  0.124
H -3.019 -0.158 2.488  0.121
H -0.539 -0.105 2.557  0.126

Force components x, y, z for each atom (eV/Å):
0.2489 -0.0857 0.1484
-0.1784 0.4103 -0.4720
-1.2670 -1.8995 -0.7203
0.1780 1.1681 0.0027
0.2140 -0.3610 0.6741
0.6511 0.8084 1.0126
-0.7602 -0.1234 -0.4265
-0.1941 -0.1527 -0.3660
-0.2595 0.1357 0.3695
0.1123 0.0111 -0.0484
0.2004 -0.0603 -0.1507
0.2453 0.0854 0.1325
-0.2068 0.0247 0.0686
1.0597 0.1437 -0.5352
0.0099 0.0846 -0.2112
-0.0860 0.0118 0.2024
0.0419 0.0314 -0.0786
-0.0542 -0.0356 0.1784
0.0683 -0.2402 0.1167
-0.0537 -0.0209 -0.1537
0.2635 0.0431 0.0805
-0.0711 -0.0324 -0.1001
-0.1046 -0.0072 -0.0301
-0.0659 0.0168 0.1105
0.0081 0.0438 0.1958

## Properties
- frontier orbital gap (eV) = 8.84
- molecular weight (u) = 207.28
- relative energy (zero: lowest compared OMol25 entry of this formula, charge and spin) (kcal/mol) = 43.97
- total energy (eV) = -26402.555
- total charge = +1
- highest occupied orbital energy (eV) = -13.1
- structure (SMILES) = C=CC[S@]1(=O)=NC=[NH+]c2ccccc21
- lowest unoccupied orbital energy (eV) = -4.29



No. 6
Below is an isolated ion of composition C10H11N2OS and charge +1, with properties calculated with wB97M-V/def2-TZVPD.

Last column: Löwdin charge in e.
Geometry (Å):
C 3.462 -0.665 0.122  -0.045
C 3.008 0.589 -0.336  -0.047
C 2.547 -1.703 0.192  -0.016
C 1.653 0.851 -0.488  0.013
C 1.194 -1.450 0.126  -0.153
C 0.726 -0.148 -0.189  -0.168
C -0.987 -1.479 -0.062  -0.538
C -3.062 0.089 -0.433  -0.273
C -1.574 0.878 -0.242  -0.505
C -1.427 1.478 1.212  0.037
N 0.061 -2.285 0.060  0.182
N -0.603 -0.242 -0.369  0.033
O -1.242 1.654 -1.294  0.028
S -2.695 -1.651 0.080  1.036
H 4.488 -0.700 0.448  0.116
H 3.652 1.406 -0.494  0.099
H 2.881 -2.721 0.603  0.149
H 1.268 1.846 -0.915  0.151
H -4.069 0.407 0.114  0.138
H -3.285 0.015 -1.492  0.065
H -0.416 1.694 1.383  0.061
H -1.782 0.669 1.866  0.092
H -2.103 2.360 1.399  0.118
H 0.203 -3.319 0.241  0.222
H -1.897 2.424 -1.532  0.203

Force components x, y, z for each atom (eV/Å):
-0.8731 1.1038 -0.5300
-1.3627 -0.7297 0.7060
1.2025 -2.4420 2.2335
-0.9346 1.6439 -0.8930
-0.1970 1.5634 -1.5205
3.4197 -0.7319 -0.3237
-1.5546 -0.0915 -0.9145
0.3926 0.1905 0.8856
-2.2852 -1.0504 1.5061
-2.5736 -0.5720 -1.2851
1.4214 -1.3486 1.2406
-1.8923 0.3135 1.0343
-1.5853 3.1756 -1.8354
-0.3918 -0.4228 0.2841
0.1385 -0.6746 -0.2687
0.9788 0.6501 -0.1572
-0.3996 1.5126 -0.9580
0.7872 -1.6311 0.8876
2.6467 -0.2875 -0.7896
0.0989 0.2919 -0.1781
1.3259 0.5026 0.4043
0.2881 0.2979 0.1171
0.8143 -0.8120 -0.4558
-1.1838 1.8065 -0.2878
1.7191 -2.2582 1.0982

## Properties
- frontier orbital gap (eV) = 9.24
- molecular weight (u) = 207.28
- relative energy (zero: lowest compared OMol25 entry of this formula, charge and spin) (kcal/mol) = 0.00
- total energy (eV) = -26404.462
- total charge = +1
- highest occupied orbital energy (eV) = -12.4
- lowest unoccupied orbital energy (eV) = -3.13